1.
The following is a DFT calculation (ωB97M-V/def2-TZVPD) of a molecular structure, C4H3Li2O2Tl.

Summary:
ΔE to the lowest compared entry with this formula, charge and spin ... 2.972 eV
LUMO (alpha / beta) ... -21.79 / -19.79 eV
E ... -490.1453 Ha
Charge ... +4

Geometry (Å):
C (1.348906, -0.184237, 0.115874)
O (2.431934, -0.030497, -0.321986)
Tl (4.380993, -0.021147, -0.171987)
Li (-1.908589, -1.513977, 0.919317)
C (-0.892525, 1.430202, 1.266138)
C (-1.234080, 0.893092, 0.155779)
C (-0.578372, -0.024191, -0.700596)
O (-1.084073, -1.287989, -0.725165)
Li (-1.323956, -2.345607, -2.150152)
H (-1.392442, 2.016919, 2.032182)
H (-0.265827, 0.399150, -1.667484)
H (0.518029, 0.668285, 1.248076)

Forces on atoms 1 to 6 (eV/Å):
C 1.6 1.5 1.1
O -7.4 -0.8 -0.8
Tl 7.1 0.2 0.7
Li -1.0 -0.6 1.0
C -1.4 -1.0 -1.8
C 3.4 0.6 3.5

List of Mulliken charges in e, atom by atom: number 1, C, carries 0.393; number 2, O, carries -0.101; number 3, Tl, carries 1.272; number 4, Li, carries 0.917; number 5, C, carries -0.125; number 6, C, carries -0.326; number 7, C, carries 0.445; number 8, O, carries -0.715; number 9, Li, carries 0.922; number 10, H, carries 0.458; number 11, H, carries 0.518; number 12, H, carries 0.342

---

2.
The following is a DFT calculation (ωB97M-V/def2-TZVPD) of a molecular structure, C4H3LiLuO.

Summary:
LUMO (alpha / beta) ... -5.80 / -5.79 eV
E ... -1472.0303 Ha
Charge ... +1

Geometry (Å):
C (0.922057, 2.133175, 1.127378)
C (-0.056324, 3.076879, 0.628279)
H (1.532242, 2.437867, 1.992870)
H (-0.293474, 3.970531, 1.211854)
Lu (-0.790794, -0.513111, -0.507601)
C (0.584885, 0.632177, 0.859976)
C (-1.213464, 2.410145, -0.200753)
O (-1.221144, 1.545249, -1.212297)
H (1.206929, 0.159914, 1.638823)
Li (0.762601, 1.921636, -1.495534)

Forces on atoms 1 to 6 (eV/Å):
C -4.2 -1.7 -0.8
C -0.2 -3.5 -2.1
H -0.1 -0.4 -0.5
H 0.1 0.0 -0.8
Lu 0.7 2.6 1.5
C 1.7 1.8 -0.2

List of Mulliken charges in e, atom by atom: number 1, C, carries -0.329; number 2, C, carries -0.392; number 3, H, carries 0.317; number 4, H, carries 0.321; number 5, Lu, carries 0.950; number 6, C, carries -0.478; number 7, C, carries 0.152; number 8, O, carries -0.659; number 9, H, carries 0.292; number 10, Li, carries 0.826